No. 1
This record from the Open Molecules 2025 dataset describes a cluster of 2 separate species, C4H12 in total at a distorted geometry. The level of theory is ωB97M-V with the def2-TZVPD basis set.

Output
**HOMO-LUMO gap**: 12.73 eV
**Energy relative to the best compared isomer or geometry (same formula, charge and spin)**: 0.265 eV
**LUMO level**: 1.17 eV
**M**: 60.1 Da
**SMILES**: CC.CC

```
! RIJCOSX wB97M-V def2-TZVPD def2/J DEFGRID3
* xyz 0 1
C 0.368 1.964 -0.908
C 1.312 1.670 0.237
H 0.894 2.427 -1.750
H -0.165 1.115 -1.324
H -0.381 2.709 -0.652
H 1.228 0.653 0.613
H 1.210 2.344 1.080
H 2.391 1.722 0.031
C -0.911 -1.709 -0.408
C -0.779 -1.953 1.095
H -0.544 -0.730 -0.648
H -0.403 -2.421 -1.059
H -1.963 -1.712 -0.695
H -0.843 -3.015 1.325
H -1.599 -1.450 1.584
H 0.184 -1.616 1.479
*
```

***

No. 2
This record from the Open Molecules 2025 dataset describes a structure of composition C5H7NO at a distorted geometry. The level of theory is ωB97M-V with the def2-TZVPD basis set.

Output
**HOMO-LUMO gap**: 10.73 eV
**Energy relative to the best compared isomer or geometry (same formula, charge and spin)**: 2.208 eV
**LUMO level**: 1.00 eV
**M**: 97.1 Da

```
! RIJCOSX wB97M-V def2-TZVPD def2/J DEFGRID3
* xyz 0 1
N -1.399 2.256 0.172
C -0.750 1.251 -0.215
O 0.407 1.162 -0.970
C 0.346 -0.292 -0.966
C 1.252 -0.920 0.095
C 0.137 -0.773 1.127
C -0.881 -0.226 -0.045
H -0.961 3.121 -0.147
H 0.346 -0.694 -1.977
H 2.158 -0.340 0.291
H 1.522 -1.953 -0.141
H 0.286 -0.077 1.954
H -0.499 -1.627 1.356
H -1.857 -0.684 -0.284
*
```

***

No. 3
This record from the Open Molecules 2025 dataset describes a cluster of 10 separate species, C16H52O10 in total at a distorted geometry. The level of theory is ωB97M-V with the def2-TZVPD basis set.

Output
**HOMO-LUMO gap**: 10.16 eV
**Energy relative to the best compared isomer or geometry (same formula, charge and spin)**: 3.866 eV
**LUMO level**: 0.44 eV
**M**: 404.6 Da
**SMILES**: CC(C)O.CCO.CCO.CCO.CCO.CO.CO.CO.CO.CO

```
! RIJCOSX wB97M-V def2-TZVPD def2/J DEFGRID3
* xyz 0 1
C -1.711 5.830 -1.292
C -2.280 4.744 -2.149
C -1.988 5.049 -3.595
O -1.695 3.522 -1.754
H -2.295 6.779 -1.340
H -0.660 6.142 -1.518
H -1.681 5.523 -0.238
H -3.361 4.762 -2.028
H -2.497 4.349 -4.283
H -0.946 4.959 -3.824
H -2.296 6.059 -3.907
H -1.804 2.868 -2.428
C 2.331 -2.208 -3.776
O 1.172 -2.619 -3.140
H 3.096 -2.978 -3.683
H 2.179 -1.990 -4.859
H 2.775 -1.293 -3.336
H 0.673 -1.777 -2.942
C -4.040 1.061 -2.732
O -2.816 1.284 -3.547
H -4.025 1.801 -1.946
H -4.985 1.077 -3.244
H -3.919 0.103 -2.250
H -2.934 1.095 -4.456
C -4.176 1.515 1.255
O -4.738 0.637 0.263
H -3.676 0.900 1.984
H -3.501 2.259 0.815
H -4.999 2.043 1.715
H -4.555 -0.286 0.433
C 0.119 3.511 1.417
O -1.021 2.760 0.999
H 0.029 4.532 1.059
H 0.140 3.531 2.518
H 1.058 3.209 0.955
H -1.258 3.060 0.099
C -1.150 -1.529 3.758
O -1.106 -2.214 2.509
H -1.048 -2.194 4.605
H -0.311 -0.876 3.833
H -2.082 -0.955 3.876
H -0.278 -2.714 2.378
C 4.599 -2.120 0.463
C 3.930 -2.341 -0.865
O 2.845 -3.216 -0.645
H 5.515 -1.586 0.259
H 4.914 -3.064 0.886
H 3.874 -1.579 1.108
H 4.666 -2.667 -1.620
H 3.529 -1.389 -1.290
H 2.248 -3.300 -1.413
C 0.075 -6.271 1.130
C 1.082 -5.287 1.434
O 0.590 -3.992 1.100
H 0.394 -7.302 1.368
H -0.190 -6.346 0.097
H -0.891 -6.052 1.644
H 2.072 -5.495 0.883
H 1.387 -5.254 2.477
H 1.313 -3.563 0.622
C 0.316 0.289 -0.315
C -0.988 0.003 -1.126
O -0.722 -0.351 -2.495
H 0.122 0.076 0.732
H 0.724 1.307 -0.503
H 0.999 -0.494 -0.673
H -1.584 0.906 -1.073
H -1.511 -0.789 -0.579
H -1.484 -0.208 -3.049
C 2.934 -0.702 4.556
C 2.879 0.210 3.384
O 4.027 1.034 3.273
H 3.266 -0.261 5.478
H 3.714 -1.386 4.335
H 1.975 -1.225 4.746
H 2.086 0.926 3.528
H 2.734 -0.361 2.418
H 4.828 0.517 3.525
*
```

***

No. 4
This record from the Open Molecules 2025 dataset describes a cluster of 2 separate species, C2H4N4OS in total at a distorted geometry. The level of theory is ωB97M-V with the def2-TZVPD basis set.

Output
**HOMO-LUMO gap**: 8.18 eV
**Energy relative to the best compared isomer or geometry (same formula, charge and spin)**: 7.081 eV
**LUMO level**: -0.31 eV
**M**: 132.1 Da

```
! RIJCOSX wB97M-V def2-TZVPD def2/J DEFGRID3
* xyz 0 1
C -0.185 -0.383 -0.012
C 1.099 -1.311 -0.098
H -3.629 -1.165 -0.054
H 0.913 -2.542 -0.551
H 2.447 1.370 -0.370
H -0.892 1.979 1.094
N -1.354 -0.748 0.281
N 2.287 -0.664 0.009
N 1.949 0.713 0.209
N 0.584 0.842 -0.309
O -0.377 1.888 -0.115
S -2.841 0.021 -0.084
*
```

***

No. 5
This record from the Open Molecules 2025 dataset describes a cluster of 2 separate species, CH7N5O in total at a distorted geometry. The level of theory is ωB97M-V with the def2-TZVPD basis set.

Output
**HOMO-LUMO gap (spin up / spin down)**: 7.71 / 8.11 eV
**Energy relative to the best compared isomer or geometry (same formula, charge and spin)**: 1.572 eV
**LUMO level (spin up / spin down)**: -0.50 / -0.13 eV
**M**: 105.1 Da

```
! RIJCOSX wB97M-V def2-TZVPD def2/J DEFGRID3
* xyz 0 1
N 0.085 -0.942 -0.019
N 0.529 1.129 -0.868
C 0.871 0.187 0.095
N 0.359 -1.827 0.891
N -0.476 1.094 -1.724
O -2.293 0.359 0.329
N 1.778 0.274 0.998
H -2.037 -0.471 -0.085
H 0.978 2.036 -0.762
H -0.305 -2.576 1.017
H 1.031 -1.543 1.612
H -2.230 1.018 -0.469
H -0.588 0.120 -2.023
H 2.298 1.142 1.007
*
```

***

No. 6
This record from the Open Molecules 2025 dataset describes a cluster of 2 separate species, H3N3O in total at a distorted geometry. The level of theory is ωB97M-V with the def2-TZVPD basis set.

Output
**HOMO-LUMO gap (spin up / spin down)**: 9.51 / 9.40 eV
**Energy relative to the best compared isomer or geometry (same formula, charge and spin)**: 5.453 eV
**LUMO level (spin up / spin down)**: -0.43 / -0.56 eV
**M**: 61.0 Da

```
! RIJCOSX wB97M-V def2-TZVPD def2/J DEFGRID3
* xyz 0 1
N 0.207 -1.413 -0.006
N 0.608 0.735 -0.024
N -0.195 -0.254 0.120
O -1.928 0.550 -0.084
H -0.624 -1.991 -0.067
H 1.581 0.722 -0.287
H 0.353 1.650 0.348
*
```